(1)
{"formula": "C16H21NO7Ru", "method": "ωB97M-V with the def2-TZVPD basis set", "symbols": ["Ru", "C", "C", "C", "O", "C", "O", "O", "H", "H", "H", "H", "H", "H", "H", "O", "C", "C", "C", "C", "C", "C", "C", "O", "N", "O", "O", "H", "H", "H", "H", "C", "C", "C", "C", "C", "H", "H", "H", "H", "H", "H", "H", "H", "H", "H"], "coordinates": [[0.186, 0.114, 0.103], [1.427, 2.582, 3.674], [0.410, 1.685, 2.994], [-0.969, 1.800, 3.630], [0.235, 2.084, 1.627], [0.823, 0.191, 3.099], [1.373, -0.173, 4.136], [0.483, -0.555, 2.122], [1.073, 3.616, 3.683], [2.386, 2.536, 3.149], [1.594, 2.239, 4.692], [-1.274, 2.847, 3.695], [-0.954, 1.361, 4.627], [-1.689, 1.261, 3.012], [1.093, 2.337, 1.260], [-0.040, -0.613, -1.888], [-0.982, -1.369, -2.115], [-2.357, -1.186, -1.743], [-3.296, -2.007, -2.361], [-4.639, -1.799, -2.175], [-5.092, -0.742, -1.353], [-4.202, 0.053, -0.705], [-2.781, -0.156, -0.811], [-1.984, 0.524, -0.119], [-5.594, -2.647, -2.848], [-5.176, -3.548, -3.562], [-6.783, -2.385, -2.723], [-0.764, -2.260, -2.731], [-2.970, -2.805, -3.017], [-6.157, -0.589, -1.248], [-4.536, 0.850, -0.054], [4.574, 0.264, -0.468], [3.173, -0.118, -0.961], [3.061, -1.650, -0.982], [2.985, 0.424, -2.384], [2.119, 0.435, -0.017], [5.347, -0.116, -1.145], [4.755, -0.153, 0.525], [4.678, 1.351, -0.407], [3.785, -2.072, -1.688], [2.057, -1.952, -1.280], [3.254, -2.060, 0.011], [3.694, -0.047, -3.073], [3.152, 1.505, -2.405], [1.973, 0.229, -2.732], [2.548, 0.713, 0.958]], "e_homo_ev": [-4.658, -4.037], "s_squared": 1.249, "fmax_ev_per_a": 2.1, "spin_multiplicity": 2, "total_charge": -1, "orbital_gap_ev": [6.8, 6.2], "e_above_lowest_kcal_mol": 13.51, "lumo_ev": [2.1371, 2.1234], "e_tot_ev": -35334.9018}

(2)
{"formula": "C17H21F7N2O8P", "method": "ωB97M-V with the def2-TZVPD basis set", "symbols": ["O", "C", "F", "N", "C", "O", "C", "C", "C", "C", "C", "N", "C", "C", "O", "P", "O", "H", "H", "H", "H", "H", "H", "H", "H", "H", "H", "H", "C", "C", "O", "C", "O", "C", "F", "F", "F", "H", "H", "H", "H", "H", "C", "C", "O", "C", "O", "C", "F", "F", "F", "H", "H", "H", "H", "H"], "coordinates": [[1.258, 5.214, -3.700], [0.187, 4.750, -3.528], [-0.933, 5.510, -3.604], [-0.129, 3.394, -3.274], [-0.735, 3.164, -2.012], [-0.559, 3.952, -1.126], [-1.556, 1.878, -1.904], [-3.031, 2.206, -2.152], [-3.996, 1.470, -1.476], [-5.329, 1.758, -1.703], [-5.663, 2.773, -2.592], [-4.759, 3.477, -3.263], [-3.476, 3.180, -3.039], [-1.020, 0.764, -2.809], [-1.355, -0.432, -2.213], [-0.934, -0.327, -0.498], [-1.428, 1.393, -0.613], [-0.645, 2.975, -4.040], [-3.682, 0.696, -0.791], [-6.105, 1.202, -1.196], [-6.702, 3.022, -2.761], [-2.770, 3.775, -3.606], [-1.355, 0.817, -3.850], [0.076, 0.881, -2.835], [-0.661, -1.747, -0.459], [0.410, 0.009, -0.894], [-0.576, -0.116, 0.889], [-2.304, -0.618, -0.070], [5.083, 0.633, 2.624], [4.587, 1.437, 1.442], [4.430, 0.609, 0.272], [3.308, -0.099, 0.228], [2.443, -0.127, 1.050], [3.233, -0.889, -1.099], [4.409, -1.480, -1.376], [2.949, -0.057, -2.103], [2.297, -1.811, -1.015], [6.013, 0.122, 2.373], [5.266, 1.295, 3.471], [4.351, -0.115, 2.922], [5.310, 2.195, 1.149], [3.641, 1.931, 1.661], [1.270, -3.077, 2.126], [-0.121, -2.951, 2.698], [-0.630, -4.248, 3.137], [-0.231, -4.673, 4.310], [0.498, -4.139, 5.097], [-0.895, -6.037, 4.611], [-0.833, -6.862, 3.562], [-2.186, -5.858, 4.926], [-0.296, -6.630, 5.643], [1.278, -3.798, 1.308], [1.595, -2.107, 1.741], [1.981, -3.412, 2.885], [-0.821, -2.614, 1.941], [-0.157, -2.259, 3.537]], "e_homo_ev": -4.923, "fmax_ev_per_a": 1.0, "total_charge": -1, "orbital_gap_ev": 7.5, "lumo_ev": 2.5510, "e_tot_ev": -65642.3794}

(3)
{"formula": "C6H12O3S2", "method": "ωB97M-V with the def2-TZVPD basis set", "symbols": ["C", "O", "C", "S", "C", "O", "C", "O", "C", "S", "C", "H", "H", "H", "H", "H", "H", "H", "H", "H", "H", "H", "H"], "coordinates": [[-2.819, -0.527, 2.109], [-1.960, -0.549, 1.005], [-0.715, -0.113, 1.004], [0.275, 0.210, 2.266], [0.120, 0.059, -0.618], [-0.319, 1.188, -1.205], [0.042, 2.431, -0.520], [1.475, 0.002, -0.249], [2.406, 0.175, -1.273], [-0.341, -1.411, -1.594], [0.677, -2.510, -0.503], [-3.807, -1.040, 1.708], [-3.071, 0.287, 2.736], [-2.376, -1.252, 2.896], [1.029, 2.389, -0.017], [-0.886, 2.616, 0.032], [0.164, 3.246, -1.415], [2.015, 0.043, -2.258], [3.140, -0.582, -1.136], [2.787, 1.261, -1.394], [0.046, -2.455, 0.364], [1.773, -2.339, -0.563], [0.504, -3.551, -0.876]], "e_homo_ev": -8.076, "fmax_ev_per_a": 5.5, "orbital_gap_ev": 8.7, "e_above_lowest_kcal_mol": 44.97, "lumo_ev": 0.6278, "smiles": "COC(=S)C(OC)(OC)SC", "e_tot_ev": -34225.5109}

(4)
{"formula": "CClF2O2S", "method": "ωB97M-V with the def2-TZVPD basis set", "symbols": ["C", "O", "O", "F", "F", "S", "Cl"], "coordinates": [[0.576, 0.184, 0.287], [-2.095, -0.106, 0.846], [-1.243, -1.191, -1.131], [1.012, 1.142, 1.200], [1.477, 1.099, -1.097], [-1.349, 0.065, -0.432], [1.621, -1.193, 0.326]], "e_homo_ev": -4.965, "fmax_ev_per_a": 5.0, "total_charge": -1, "orbital_gap_ev": 8.5, "e_above_lowest_kcal_mol": 44.62, "lumo_ev": 3.5671, "e_tot_ev": -33924.2045}